Entry 1:
{"formula": "C5H6FN", "method": "ωB97M-V with the def2-TZVPD basis set", "symbols": ["F", "N", "C", "C", "C", "C", "C", "H", "H", "H", "H", "H", "H"], "positions_angstrom": [[-0.89171, -0.33898, -1.42518], [-0.40651, 2.99206, -1.03101], [-0.32123, 0.42747, -0.47564], [1.32226, -2.11346, 1.59707], [0.28622, -0.05718, 0.61992], [0.10538, -1.47295, 0.96235], [-0.37838, 1.85710, -0.76553], [1.76083, -1.45076, 2.33932], [-0.68886, -1.54006, 1.67346], [2.12584, -2.28697, 0.91452], [1.07125, -3.07885, 2.09918], [0.75886, 0.61883, 1.35560], [-0.24238, -2.00171, 0.03260]], "orbital_gap_ev": 10.506, "e_homo_ev": -10.1, "lumo_ev": 0.438}

Entry 2:
{"formula": "C5H6FNO", "method": "ωB97M-V with the def2-TZVPD basis set", "symbols": ["F", "O", "N", "C", "C", "C", "C", "C", "H", "H", "H", "H", "H", "H"], "positions_angstrom": [[-1.22109, 1.69674, -0.17886], [1.22674, 0.50338, -1.01488], [2.24639, 0.72325, -0.12238], [-2.01876, -0.07549, -1.34330], [-1.04317, 0.42254, -0.70819], [0.22151, -0.33366, -0.41085], [1.85233, 0.39168, 1.00803], [0.55942, -0.33553, 1.14611], [-3.01365, 0.42750, -1.54349], [0.03929, -1.33590, -0.77191], [-0.12914, 0.07377, 1.78870], [-1.89161, -1.21916, -1.26952], [2.55707, 0.48658, 1.85154], [0.61466, -1.42570, 1.56899]], "orbital_gap_ev": 10.544, "e_homo_ev": -9.8, "lumo_ev": 0.739}

Entry 3:
{"formula": "C5H6FNS", "method": "ωB97M-V with the def2-TZVPD basis set", "symbols": ["S", "F", "N", "C", "C", "C", "C", "C", "H", "H", "H", "H", "H", "H"], "positions_angstrom": [[1.75030, -1.53797, -0.48951], [-1.58889, -2.12881, 0.31557], [2.86682, 0.41362, 0.63920], [1.61410, 0.82369, 0.34264], [-1.48113, -0.79792, 0.52799], [0.84731, -0.06538, -0.39310], [3.08744, -0.81032, 0.26472], [-0.53354, 0.09966, -0.90917], [-2.41914, -0.34227, 0.29684], [-0.90994, -0.60821, -1.63504], [4.13759, -1.03710, 0.51150], [-1.07470, -0.57531, 1.50288], [1.45585, 1.86778, 0.42320], [-0.94609, 1.10200, -0.82543]], "orbital_gap_ev": 9.379, "e_homo_ev": -8.5, "lumo_ev": 0.844}

Entry 4:
{"formula": "C5H6FNS", "method": "ωB97M-V with the def2-TZVPD basis set", "symbols": ["S", "F", "N", "C", "C", "C", "C", "C", "H", "H", "H", "H", "H", "H"], "positions_angstrom": [[-1.46746, -1.35789, -1.61091], [2.60832, -1.13421, -2.24164], [-1.18219, -0.35798, -0.15481], [-1.07105, 1.34826, 1.93747], [1.38699, -0.98161, -1.58752], [0.02440, 0.14443, 0.07202], [0.10193, 1.01836, 1.26211], [1.30383, 0.02403, -0.68303], [0.66616, -1.80268, -1.86113], [1.20908, 1.26693, 1.69549], [-1.99105, 1.10163, 1.68554], [-1.06203, 2.02955, 2.79885], [-2.72204, -1.95571, -1.20171], [2.19510, 0.65689, -0.11072]], "orbital_gap_ev": 8.265, "e_homo_ev": -8.6, "lumo_ev": -0.348}

Entry 5:
{"formula": "C5H6FP", "method": "ωB97M-V with the def2-TZVPD basis set", "symbols": ["P", "F", "C", "C", "C", "C", "C", "H", "H", "H", "H", "H", "H"], "positions_angstrom": [[0.14867, -0.67161, -1.05767], [2.71347, 0.57311, -0.12396], [-1.19889, 0.34240, -0.40763], [-0.09189, -2.15058, 0.07731], [1.35597, 0.70984, -0.09621], [0.71865, 1.80874, 0.26189], [-0.80881, 1.57798, 0.07824], [1.24513, 2.68373, 0.58178], [-0.03865, -1.87294, 1.09849], [-0.99201, -2.91937, -0.06551], [-1.54220, 2.45787, 0.37000], [0.81840, -2.67705, -0.16394], [-2.32785, 0.13788, -0.55279]], "orbital_gap_ev": 9.237, "e_homo_ev": -8.7, "lumo_ev": 0.540}

Entry 6:
{"formula": "C5H6IN2O2", "method": "ωB97M-V with the def2-TZVPD basis set", "symbols": ["I", "O", "O", "N", "N", "C", "C", "C", "C", "C", "H", "H", "H", "H", "H", "H"], "positions_angstrom": [[3.00317, -0.70817, 2.65179], [-1.36604, -0.10244, 2.57304], [2.68251, -0.89448, -0.64944], [0.42561, -0.41847, -0.47307], [-0.66323, -0.19556, 0.38733], [0.45348, 0.56778, -1.60672], [1.67709, -0.84526, 0.09325], [-0.50695, -0.26283, 1.72763], [-1.92035, 0.37948, -0.07358], [1.51477, -1.41400, 1.37211], [-0.06813, 1.54066, -1.33895], [-2.08108, 1.44514, 0.14499], [-2.02142, 0.31550, -1.06026], [1.60146, 0.73518, -1.74349], [-2.75357, -0.09941, 0.32439], [0.02268, -0.04311, -2.32900]], "orbital_gap_ev": 6.433, "e_homo_ev": -3.2, "lumo_ev": 3.194, "total_charge": -1}

Entry 7:
{"formula": "C5H6IN2O3", "method": "ωB97M-V with the def2-TZVPD basis set", "symbols": ["I", "O", "O", "O", "N", "N", "C", "C", "C", "C", "C", "H", "H", "H", "H", "H", "H"], "positions_angstrom": [[-3.83519, 0.16228, 0.58528], [-0.26203, 3.72524, -1.41315], [-1.69023, -2.10711, -2.05494], [-3.71068, -1.10603, -2.28848], [-1.19614, 2.96740, -1.10212], [-1.17698, 1.86570, -0.54173], [-0.98253, -0.85692, 0.33197], [-2.60009, -1.32835, -1.80052], [0.10065, 1.36850, 0.04806], [-2.26082, -0.51718, -0.49360], [0.25113, -0.13647, -0.28820], [-1.12301, -0.64019, 1.44838], [0.36429, -0.29406, -1.34445], [0.19672, 1.73064, 1.13586], [0.80902, 1.89990, -0.61124], [1.13199, -0.55592, 0.04692], [-0.55964, -1.80722, 0.29771]], "orbital_gap_ev": [7.028, 4.808], "e_homo_ev": [-4.8, -3.5], "lumo_ev": [2.264, 1.272], "total_charge": -1}

Entry 8:
{"formula": "C5H6INO", "method": "ωB97M-V with the def2-TZVPD basis set", "symbols": ["I", "O", "N", "C", "C", "C", "C", "C", "H", "H", "H", "H", "H", "H"], "positions_angstrom": [[2.91869, -0.14641, -0.18761], [-1.27290, 0.57240, -0.16471], [0.12683, -2.84735, -0.14852], [-1.43670, -0.76146, -0.07255], [0.88908, 0.02378, 0.22447], [-0.00329, 1.02009, -0.04470], [-0.34613, -1.53295, -0.00575], [0.19743, 2.52790, -0.10374], [-0.62287, -3.53417, 0.14502], [-0.03336, 2.90256, 0.98995], [-2.45495, -1.07594, 0.06865], [-0.25346, 3.23637, -0.87216], [1.28237, 2.58307, -0.24996], [1.00925, -2.96789, 0.42161]], "orbital_gap_ev": 8.609, "e_homo_ev": -8.2, "lumo_ev": 0.451}

Entry 9:
{"formula": "C5H6INO", "method": "ωB97M-V with the def2-TZVPD basis set", "symbols": ["I", "O", "N", "C", "C", "C", "C", "C", "H", "H", "H", "H", "H", "H"], "positions_angstrom": [[-3.62253, 0.39671, 0.18380], [0.39799, -2.23059, 0.16101], [-1.92068, 0.64796, -1.00689], [-0.70238, -0.32853, -0.29279], [0.60713, 0.07860, 0.19945], [1.26951, 1.42109, 0.28363], [-0.76374, -1.70710, -0.28944], [1.20717, -1.13194, 0.43693], [0.55356, 2.06580, 0.83458], [2.10842, 1.42149, 0.95426], [1.42847, 1.63856, -0.77729], [2.20913, -1.24314, 0.68551], [-1.35216, -2.54150, -0.53409], [-1.41989, 1.51258, -0.83865]], "orbital_gap_ev": 8.367, "e_homo_ev": -8.6, "lumo_ev": -0.258}

Entry 10:
{"formula": "C5H6IO3", "method": "ωB97M-V with the def2-TZVPD basis set", "symbols": ["I", "O", "O", "O", "C", "C", "C", "C", "C", "H", "H", "H", "H", "H", "H"], "positions_angstrom": [[-3.12236, -0.73773, 0.13001], [1.10489, -0.29470, 0.54330], [2.34304, -2.10539, 1.43848], [3.33615, -0.85780, -0.08297], [-1.89339, 1.92060, 1.15529], [2.48835, -1.29605, 0.60453], [0.34135, -0.08106, -0.39648], [0.55800, -0.85106, -1.69575], [-2.19863, 1.15626, -0.10280], [-1.33610, 1.18109, 1.78611], [1.14905, -0.07327, -2.24904], [-0.99618, 2.65581, 0.82527], [-2.85275, 2.35976, 1.63228], [1.30004, -1.70350, -1.31892], [-0.22146, -1.27297, -2.26932]], "orbital_gap_ev": [6.241, 6.238], "e_homo_ev": [-3.4, -3.4], "lumo_ev": [2.873, 2.873], "total_charge": -1}

Entry 11:
{"formula": "C5H6LaLiO4", "method": "ωB97M-V with the def2-TZVPD basis set", "symbols": ["La", "O", "O", "O", "O", "C", "C", "C", "C", "C", "Li", "H", "H", "H", "H", "H", "H"], "positions_angstrom": [[-3.45562, -2.26181, -0.02982], [2.41422, 1.17472, -0.69541], [1.51772, -0.36891, 0.69155], [-3.13669, -0.56597, 1.24139], [2.74833, 1.28552, 1.48508], [2.26433, 0.73035, 0.46832], [-1.01240, -0.33209, 0.15264], [-2.07892, 0.21838, 0.92446], [0.73973, -0.89467, -0.38114], [-0.65988, 0.03968, -1.16245], [3.61494, 2.47031, 0.18479], [1.37227, -0.92083, -1.27620], [-0.96159, -0.48856, 1.54589], [-0.55418, -0.37668, -2.16811], [-1.06886, 1.02464, -1.42207], [0.64038, -1.96976, -0.18132], [-2.38378, 1.23568, 0.62241]], "orbital_gap_ev": 5.406, "e_homo_ev": -15.1, "lumo_ev": -9.691, "total_charge": 2}

Entry 12:
{"formula": "C5H6N", "method": "ωB97M-V with the def2-TZVPD basis set", "symbols": ["N", "C", "C", "C", "C", "C", "H", "H", "H", "H", "H", "H"], "positions_angstrom": [[-1.44541, 1.69172, 0.56528], [-0.71386, -0.41425, 0.23533], [-0.63674, 2.46312, 0.15607], [1.51117, -0.80819, -0.79282], [-1.56922, 0.45268, 0.93110], [0.45555, -0.08743, -0.22153], [1.20923, -1.83780, -0.85526], [-2.39223, -0.04223, 1.45826], [-1.06023, -1.39821, 0.34174], [0.54105, 1.04901, -0.08892], [1.75567, -0.40993, -1.71223], [2.34502, -0.65847, -0.01702]], "orbital_gap_ev": 8.765, "e_homo_ev": -16.4, "lumo_ev": -7.658, "total_charge": 1}

Number 1: DFT total energy -348.6965 hartree. Number 2: DFT total energy -423.8520 hartree. Number 3: DFT total energy -746.8507 hartree. Number 4: DFT total energy -746.7854 hartree. Number 5: DFT total energy -635.2454 hartree. Number 6: DFT total energy -751.6921 hartree. Number 7: DFT total energy -826.9159 hartree. Number 8: DFT total energy -621.6827 hartree. Number 9: DFT total energy -621.7036 hartree. Number 10: DFT total energy -717.3881 hartree. Number 11: DFT total energy -533.3224 hartree. Number 12: DFT total energy -248.4366 hartree.